Entry 1:
91
Properties=species:S:1:pos:R:3:forces:R:3 method="wB97M-V/def2-TZVPD" total_charge=-1 spin_multiplicity=1 homo_lumo_gap_ev=4.93 e_above_lowest_kcal_mol=14.7
O -1.073596 -2.301754 5.592367 -1.149 0.380 1.635
C -0.882896 -2.816069 4.544531 1.785 0.267 -0.169
F -1.891048 -3.354990 3.856373 0.424 -0.120 -0.246
N 0.389570 -2.931846 4.010997 -1.181 0.394 -1.173
C 0.546286 -2.170575 2.737306 2.994 0.162 -1.718
O -0.407038 -1.629849 2.199455 -1.362 -0.624 0.178
C 1.932851 -2.125749 2.241287 -2.111 1.422 1.377
C 2.063302 -1.198062 1.003071 1.709 -0.806 0.572
C 3.504281 -0.549540 1.047162 -0.148 0.480 -0.225
C 3.345040 0.990243 0.962785 -0.398 -1.403 -0.171
Br 5.074607 1.867995 1.325283 -0.425 0.083 0.218
H 1.082001 -2.522226 4.631221 -0.305 -0.368 0.271
H 2.505484 -1.728627 3.117799 0.264 -0.724 -0.568
H 2.061128 -1.852343 0.104868 -0.475 0.659 0.222
H 1.294877 -0.401691 0.939537 0.144 -0.483 -0.094
H 4.036998 -0.831605 1.976765 -0.407 0.227 -0.400
H 4.151926 -0.880671 0.214541 -0.369 0.135 0.272
H 3.043660 1.262941 -0.062130 0.241 0.142 0.559
H 2.576774 1.277788 1.703259 0.709 0.370 -0.296
C 5.608191 0.573925 -2.928888 0.031 -0.168 -0.049
O 4.546548 0.587589 -2.337839 0.045 0.211 0.022
N 6.540304 1.555382 -2.870023 0.004 -0.141 -0.147
C 7.784962 1.477807 -3.602814 -0.144 0.155 0.327
C 6.277007 2.721338 -2.043397 -0.187 -0.212 0.059
H 5.902514 -0.264207 -3.581910 0.068 0.050 -0.024
H 8.620793 1.513680 -2.898649 0.111 0.053 -0.141
H 7.850079 2.328430 -4.289045 0.199 -0.033 -0.035
H 7.840786 0.554226 -4.172857 -0.106 -0.014 0.101
H 6.129117 2.406643 -1.008175 -0.032 0.191 -0.155
H 5.364512 3.210391 -2.391071 0.022 0.086 0.125
H 7.111061 3.419822 -2.098160 0.022 -0.081 -0.088
C 7.538976 0.346926 -6.722455 -0.101 0.081 -0.120
O 7.125599 -0.604307 -6.090460 0.162 -0.117 -0.132
N 8.520281 0.297465 -7.650297 -0.104 0.189 0.066
C 8.962087 1.475966 -8.367698 0.076 -0.309 0.005
C 9.149698 -0.980267 -7.934544 -0.198 -0.041 0.196
H 7.127630 1.360962 -6.582139 0.042 0.027 -0.051
H 8.810919 1.326374 -9.439294 0.060 0.155 -0.017
H 10.024185 1.642299 -8.173101 -0.015 0.133 -0.098
H 8.401130 2.353260 -8.049226 -0.021 -0.070 0.037
H 8.394568 -1.687860 -8.280395 0.106 -0.079 0.016
H 9.600245 -1.374025 -7.022061 0.013 -0.105 -0.084
H 9.915688 -0.860816 -8.698257 -0.045 0.087 0.024
C -5.186748 -0.021571 5.879672 0.128 -0.044 0.025
O -6.130745 0.731920 5.705048 -0.108 -0.111 0.109
N -5.222449 -1.144845 6.622683 0.115 0.077 -0.071
C -4.059099 -1.999597 6.787286 -0.274 0.075 0.068
C -6.464639 -1.508407 7.277176 -0.015 0.268 -0.167
H -4.199611 0.166159 5.426667 0.012 -0.061 0.022
H -4.290342 -2.997916 6.410145 0.173 -0.029 0.024
H -3.806253 -2.062246 7.848324 0.112 -0.091 -0.046
H -3.205524 -1.605097 6.241866 -0.033 -0.051 0.004
H -7.247037 -1.638062 6.526804 -0.084 -0.010 0.121
H -6.766186 -0.708095 7.955851 -0.121 -0.080 0.006
H -6.337817 -2.433287 7.836216 0.091 0.027 -0.052
C -6.359719 2.814620 0.645096 0.041 -0.206 0.035
O -6.180012 3.916467 1.135571 -0.073 0.009 0.023
N -6.389445 1.654420 1.324653 -0.031 0.162 -0.262
C -6.609280 0.383524 0.664896 0.078 0.067 0.260
C -6.194577 1.674968 2.767717 0.022 0.242 -0.162
H -6.516769 2.682963 -0.439701 -0.003 -0.093 -0.001
H -7.507139 -0.085810 1.073773 0.033 -0.111 -0.089
H -5.750399 -0.267933 0.838887 -0.080 -0.099 -0.084
H -6.737997 0.522928 -0.407771 0.017 0.064 0.039
H -6.966269 2.292349 3.227609 0.084 -0.062 0.136
H -5.220846 2.110517 2.994188 -0.054 -0.033 0.130
H -6.246319 0.668356 3.170989 -0.030 0.038 -0.072
C -8.847984 6.187795 -3.376420 0.037 0.022 0.067
O -9.129322 5.273404 -4.127800 0.039 -0.043 0.072
N -8.181085 6.059774 -2.210398 -0.134 0.219 -0.179
C -7.881248 7.198143 -1.364955 0.058 -0.280 0.023
C -7.749016 4.738967 -1.787485 -0.077 0.002 -0.161
H -9.128334 7.231845 -3.600688 0.024 0.028 0.048
H -6.799579 7.284338 -1.243433 -0.040 0.111 0.115
H -8.342866 7.054021 -0.385926 0.091 0.129 0.043
H -8.263976 8.117277 -1.807121 -0.019 -0.071 -0.055
H -7.083212 4.318047 -2.543588 -0.033 -0.101 0.059
H -8.620787 4.088841 -1.689762 0.092 -0.086 -0.001
H -7.228302 4.800147 -0.833190 -0.033 0.119 -0.029
C 3.010480 -6.727151 0.386418 -0.137 0.059 0.062
O 4.031837 -6.083148 0.530514 -0.007 -0.049 0.033
N 1.825246 -6.458318 0.970427 0.049 -0.311 -0.094
C 0.659799 -7.283088 0.742759 0.134 0.253 0.125
C 1.708221 -5.302385 1.859540 0.288 -0.232 -0.336
H 2.976067 -7.622502 -0.262165 -0.065 -0.027 -0.014
H -0.135643 -6.673799 0.306538 -0.102 -0.132 0.025
H 0.315989 -7.696281 1.694711 -0.139 -0.061 -0.083
H 0.893109 -8.102927 0.062898 0.047 0.039 0.011
H 1.958844 -4.393925 1.317091 0.000 0.091 0.253
H 2.410915 -5.414460 2.686082 -0.038 0.177 0.013
H 0.694980 -5.225320 2.248590 0.019 -0.046 -0.069

=====

Entry 2:
102
Properties=species:S:1:pos:R:3:forces:R:3 method="wB97M-V/def2-TZVPD" total_charge=-1 spin_multiplicity=2 homo_lumo_gap_ev="1.73 / 5.84"
Cl 5.186003 -0.776747 -4.949486 -0.187 -0.573 0.076
C 4.529762 -1.555260 -3.478613 0.149 0.083 0.605
C 4.580531 -0.559596 -2.350499 0.119 0.599 -0.041
Cl 6.239811 -0.328124 -1.707461 0.102 -0.074 -0.005
H 5.110871 -2.439768 -3.217738 -0.082 -0.004 -0.372
H 3.474563 -1.801652 -3.596734 0.076 -0.124 -0.418
H 3.968386 -0.812281 -1.484752 -0.104 -0.116 -0.329
H 4.285532 0.390613 -2.795688 -0.107 0.210 0.424
Cl 1.195716 -4.079709 1.539357 -0.631 -0.015 0.548
C 2.423707 -3.419485 0.440872 -1.271 0.815 0.161
C 3.466499 -4.452598 0.350765 0.851 -0.404 0.235
Cl 4.403521 -4.166965 -1.107185 0.592 -0.013 -0.493
H 2.805524 -2.518725 0.921440 -0.044 0.059 -0.287
H 1.894989 -3.159439 -0.476162 0.291 -0.134 0.015
H 3.092962 -5.476524 0.339415 -0.049 0.231 -0.094
H 4.102143 -4.287314 1.220678 0.261 -0.507 -0.121
Cl -1.305963 -1.102359 4.900583 0.080 -0.096 -0.011
C -0.407383 -2.474893 4.130715 -0.753 0.333 0.021
C -1.452247 -3.491850 3.662602 1.088 0.073 -0.196
Cl -2.487239 -2.946137 2.321107 -0.001 0.202 0.269
H 0.220395 -2.934820 4.893904 -0.088 0.026 0.040
H 0.237628 -2.020290 3.378788 -0.274 -0.285 -0.148
H -2.050494 -3.775809 4.528374 -0.144 -0.058 -0.302
H -0.912252 -4.342938 3.247695 -0.118 -0.141 0.279
Cl 0.423262 -5.098810 -2.672200 0.161 0.047 0.123
C 0.268619 -3.360798 -3.034518 -0.566 0.585 0.207
C -1.207512 -2.894558 -2.934215 1.532 -0.556 -0.729
Cl -1.864847 -3.046308 -1.319981 -0.101 0.022 0.777
H 0.680816 -3.201175 -4.030868 -0.377 -0.074 -0.117
H 0.886905 -2.757686 -2.369631 -0.031 -0.258 0.259
H -1.799412 -3.552618 -3.570396 -0.121 0.540 -0.192
H -1.190327 -1.839336 -3.206834 -0.446 -0.221 -0.181
Cl -0.336794 -0.604685 -5.420954 1.988 -0.339 0.986
C -1.639596 0.065512 -6.291254 -1.101 -0.805 -1.357
C -2.156033 -0.987315 -7.296314 -0.512 1.241 -0.087
Cl -2.758318 -2.425310 -6.490455 -0.276 -0.485 0.220
H -1.336057 0.930521 -6.880926 0.035 0.153 0.370
H -2.397185 0.279368 -5.537309 -0.215 0.322 -0.460
H -1.459000 -1.308221 -8.070434 0.309 0.230 0.384
H -2.989723 -0.500123 -7.801985 -0.175 -0.241 -0.095
C -0.936126 3.159249 5.735559 0.038 -0.608 0.028
N -0.201911 3.432557 4.463914 -0.589 -0.444 -0.179
O 0.183683 4.556127 4.269670 0.399 0.350 -0.112
O -0.150896 2.499724 3.673982 0.242 0.594 0.387
H -1.910582 3.638627 5.642191 0.027 -0.238 -0.102
H -0.446332 3.558480 6.623718 0.296 0.093 -0.407
H -0.972266 2.069869 5.742045 -0.424 0.196 0.373
C 6.326155 2.577122 -4.736164 -0.632 -0.379 0.047
N 5.064481 3.089102 -5.261815 5.462 0.173 0.970
O 4.043087 2.728690 -4.728623 -5.407 -1.671 2.449
O 5.186151 3.868163 -6.216717 -0.270 2.214 -2.843
H 6.486454 1.734662 -5.408950 1.037 -0.300 0.156
H 6.216766 2.226030 -3.710069 -0.281 -0.219 -0.025
H 7.137466 3.304846 -4.719064 -0.076 0.131 -0.560
C 1.599734 -0.163981 6.457248 -0.607 -0.026 -0.695
O 2.900330 -0.493007 5.957887 0.554 -0.942 0.846
C 3.210121 -0.521653 4.665828 -0.649 1.315 -1.706
O 2.470125 -0.157760 3.753387 1.227 -1.058 1.312
O 4.508255 -0.886672 4.546651 -0.059 -0.777 0.345
C 5.129010 -0.825145 3.237108 -1.550 0.551 -0.897
H 1.073771 -0.943385 7.008616 0.944 -0.740 0.201
H 0.892444 -0.048257 5.636005 0.352 1.003 -0.067
H 1.723752 0.655190 7.165534 -0.136 0.283 -0.499
H 6.098968 -1.296505 3.078672 0.258 0.385 1.473
H 5.079153 0.232806 2.979529 0.534 -0.186 -0.427
H 4.566155 -1.383378 2.489001 -0.709 0.192 0.142
C -5.714717 4.248104 -0.759886 -1.264 0.007 0.601
O -4.566425 3.716650 -1.336237 2.045 -0.189 -0.640
C -4.288919 2.420382 -1.525630 -1.304 -1.239 0.028
O -4.993113 1.466249 -1.255226 0.270 0.891 0.190
O -3.125646 2.318034 -2.149221 0.174 1.158 -0.215
C -2.493129 1.064947 -2.385310 0.880 0.359 0.394
H -6.501303 4.317516 -1.511257 -0.180 -0.223 0.077
H -5.513703 5.267091 -0.429189 0.443 -0.049 -0.212
H -6.048582 3.714146 0.129795 -0.024 -0.382 -0.196
H -1.589850 1.338850 -2.930429 -0.272 -0.043 -0.464
H -3.096207 0.334889 -2.925123 -0.156 0.106 0.296
H -2.058148 0.717353 -1.448260 -0.588 -0.521 0.170
C -3.906619 0.638535 2.071311 0.920 1.140 -2.095
O -4.878733 0.482392 3.045199 -0.639 -1.418 2.005
C -5.881041 1.304822 3.074540 -0.698 5.080 -3.610
O -6.057166 2.220352 2.181622 0.176 -3.407 3.331
O -6.590122 1.188733 4.187422 -0.214 -0.197 0.440
C -7.793723 1.956197 4.418241 -0.619 -0.619 -0.289
H -3.004758 0.061425 2.275479 -0.466 -0.188 0.404
H -3.643882 1.692749 1.983491 0.187 0.096 0.225
H -4.303399 0.413348 1.081381 -0.037 -0.376 0.011
H -8.637898 1.273110 4.324106 0.044 -0.176 -0.370
H -7.970132 2.786595 3.734553 0.595 -0.076 0.028
H -7.867894 2.253353 5.464322 0.776 0.224 -0.099
C 0.485109 0.006972 1.271012 -0.020 -0.127 -0.461
O 0.398750 0.922223 0.147131 -0.598 0.306 0.855
C 0.881496 0.626769 -1.037927 1.305 -0.679 -0.655
O 1.419485 -0.452440 -1.305198 -0.815 1.504 -0.219
O 0.735272 1.721209 -1.828826 -0.061 -0.722 1.244
C 1.429975 1.749655 -3.083190 -0.175 -1.392 -0.753
H -0.454755 -0.533056 1.385571 -0.232 0.195 -0.116
H 0.682461 0.617780 2.151955 0.031 -0.106 -0.241
H 1.244511 -0.761960 1.129065 0.219 0.355 -0.134
H 0.814760 2.242306 -3.836124 0.025 0.426 0.422
H 1.451764 0.708334 -3.404548 0.562 0.031 -0.233
H 2.430571 2.179098 -3.033457 -0.126 0.108 0.104

=====

Calculated total energy / eV: -125270.502; -186657.168